{
  "formula": "C25H42O32S8",
  "method": "ωB97M-V/def2-TZVPD",
  "homo_lumo_gap_ha": 0.3071,
  "molar_mass_da": 1111.12,
  "e_above_lowest_ev": 0.000,
  "elements": ["O", "H", "O", "O", "H", "S", "H", "C", "H", "H", "H", "H", "O", "S", "C", "S", "O", "O", "C", "C", "C", "H", "H", "O", "O", "H", "O", "H", "H", "C", "C", "O", "O", "H", "O", "H", "H", "H", "H", "O", "H", "C", "C", "C", "O", "H", "S", "O", "H", "S", "C", "C", "S", "O", "H", "O", "O", "O", "C", "C", "H", "O", "H", "O", "H", "C", "H", "C", "H", "C", "O", "O", "O", "H", "C", "H", "C", "H", "C", "C", "H", "H", "O", "H", "S", "C", "H", "O", "H", "S", "H", "H", "H", "H", "H", "C", "H", "O", "O", "O", "C", "H", "C", "O", "H", "O", "O"],
  "coordinates": [[-3.12891, -0.24362, -1.28140], [-0.77107, 4.25556, 0.16972], [-6.47718, -5.73895, -2.39679], [8.78521, -0.55449, 3.39603], [4.84626, 3.59620, -4.83125], [8.14539, 6.83707, -2.32175], [4.99643, -3.65610, 1.14663], [0.31631, 0.07013, -0.94799], [-1.95766, -2.26463, -0.02202], [-6.81859, -2.54548, -1.51215], [9.24091, 8.90121, -4.81126], [3.20484, 2.46888, -3.02882], [8.51414, 7.20638, -3.85317], [-9.19614, -2.42543, 4.19127], [0.26497, 1.47893, -1.56386], [-3.39967, 2.68866, -0.00987], [5.93409, 5.16238, -1.15906], [6.75331, 6.59088, -2.22656], [-11.12922, -3.90397, 0.60054], [-2.10944, 0.28879, -0.90056], [4.26364, -2.79645, 2.99272], [-1.48235, 4.46177, -1.43748], [4.73328, -1.85082, 2.75008], [2.86933, -2.76768, 2.65308], [-9.59514, -3.32479, -1.05582], [-9.83055, -4.66518, 6.02761], [4.54143, 3.16178, -1.59325], [0.86800, -3.12791, -0.69509], [-4.28722, -2.28045, -3.21331], [-10.38385, -4.42796, -0.61180], [-1.98710, 1.81402, -0.69549], [1.63503, -4.79097, 3.33982], [6.68084, 0.03203, 2.35791], [-4.41665, -2.18644, -1.44334], [1.07752, 1.74576, -2.42631], [1.75445, -1.32100, 0.00861], [-11.46403, -4.70494, 1.25704], [0.53811, 5.60353, -1.52611], [6.92431, 2.06481, 2.72366], [-10.19424, -3.06102, 1.28395], [-9.09265, -3.71915, 7.34225], [8.58192, 8.62688, -3.99065], [-0.82406, 2.40954, -1.04321], [-0.88590, -1.95734, -0.06104], [8.14064, -1.61480, 1.27309], [-1.06626, -2.68651, -2.71428], [2.37158, -4.24426, 2.25877], [-9.75592, -2.64157, 5.69598], [7.57381, 8.99659, -4.19521], [7.62209, -1.25750, 2.54231], [4.83393, -3.94431, 2.18850], [-9.17939, -3.81937, 6.26231], [-5.81191, -4.76445, -3.18642], [6.95233, -2.19622, 3.37776], [2.30392, 3.65101, -0.63351], [-4.66899, -4.07606, -2.28654], [9.10812, 5.91063, -1.84409], [-8.56779, -1.15525, 4.13156], [-0.84132, -0.53980, -0.63685], [5.08943, 3.16731, -3.86157], [-2.79651, 3.40567, 0.98476], [-10.18717, -2.82513, 3.25451], [6.66651, 1.03496, 4.15150], [1.68170, 4.35285, -0.39858], [-0.68505, -4.02823, -0.89936], [8.64885, 0.87005, 3.29637], [-7.09655, -3.27875, 6.02359], [-7.83088, -3.96039, 5.58741], [5.76091, -4.32412, 2.60596], [1.70962, -0.51646, -0.74376], [3.81226, -4.95239, 2.21393], [-8.05553, -3.56115, 4.23268], [-0.16540, -2.60993, -2.36855], [8.83775, 10.16572, -2.47338], [-0.67192, 3.93134, -0.88714], [-11.05203, -4.76343, -1.40152], [-4.82427, -2.65005, -2.33596], [2.07034, -0.92694, -1.71270], [0.67760, 4.50545, -1.40247], [-6.31357, -2.43374, -2.47253], [-7.44846, -4.97754, 5.62817], [-11.98636, -3.29359, 0.30596], [-9.52073, -1.08871, -0.03301], [5.41363, 2.13247, -3.99395], [-9.16215, -2.43780, 0.22017], [7.15793, 1.10476, 3.17833], [9.17537, 1.19860, 2.39761], [-6.76658, -3.48126, -3.34175], [3.43967, 4.23204, -2.95384], [6.01618, 3.83279, -1.64020], [-6.55095, -1.45974, -2.89474], [4.35078, -2.97984, 4.06534], [2.42581, 0.28994, -0.47473], [9.07964, 1.35903, 4.16648], [10.16919, 8.98818, -2.56311], [3.93719, 3.26015, -2.88624], [-9.70699, -5.24180, -0.33959], [-5.26370, -5.06600, -4.46153], [1.85699, -4.18227, 0.93440], [-7.84680, -2.82307, 0.60279], [-0.20682, -3.03602, -0.99982], [0.97605, 4.12582, -2.39590], [9.08827, 9.12198, -2.65078], [6.95290, 2.89150, -1.13464], [-0.52229, -2.02121, 0.98220], [6.15849, 3.89409, -3.24562], [8.45472, 8.28633, -1.68008]],
  "forces_ev_per_angstrom": [[0.2, 0.4, 0.4], [0.1, -0.4, -0.5], [0.1, -0.2, -0.2], [-0.6, -0.2, 0.1], [0.2, 0.2, 0.1], [-0.2, 0.6, -0.4], [0.1, 0.0, 0.0], [0.0, 0.4, 0.5], [0.5, 0.4, 0.2], [0.1, 0.0, 0.0], [0.0, -0.3, 0.0], [0.1, -0.1, 0.2], [0.4, -0.1, 0.4], [0.0, -0.3, 0.5], [0.0, -1.0, 0.4], [0.2, -0.4, -0.1], [-1.5, -3.4, 2.2], [2.1, 3.0, -2.0], [-0.4, 0.1, -0.3], [0.4, -0.4, 0.1], [0.2, -0.1, 0.4], [0.3, -0.6, 0.3], [-0.3, 0.1, -0.1], [-0.1, -0.4, -0.4], [-0.1, 0.5, 0.1], [0.0, 0.0, 0.0], [0.5, -0.3, -0.2], [-1.2, -0.1, -0.4], [0.0, 0.1, 0.0], [0.2, -0.6, 0.3], [0.6, -0.4, 0.1], [-0.2, -0.1, -0.3], [0.4, -0.3, -0.1], [0.0, -0.2, 0.0], [-0.3, 0.5, 0.4], [-0.2, 0.5, -0.3], [0.2, 0.1, 0.2], [0.1, -0.6, 0.1], [-0.1, -0.2, -0.2], [0.5, -0.5, -4.2], [-0.1, 0.2, -0.1], [-0.4, 0.3, 0.0], [-0.6, 0.4, 0.4], [-1.5, -0.7, -1.0], [-0.3, -0.3, 0.0], [0.3, 0.1, -0.1], [0.8, 0.2, 0.1], [0.5, 0.2, -0.2], [0.0, 0.1, 0.0], [0.4, 0.7, 0.1], [0.2, 0.3, -0.5], [-0.2, -0.5, 0.0], [0.1, 0.6, 0.2], [0.3, -0.1, -0.1], [-0.2, 0.2, 0.0], [-0.6, -0.2, 0.0], [-0.2, -0.1, -0.1], [-0.3, 0.0, -0.1], [0.6, 0.7, 0.4], [0.0, -0.5, -0.1], [0.1, -0.4, -0.6], [0.4, 0.7, 3.8], [0.0, 0.0, 0.0], [0.1, -0.3, -0.4], [0.1, 0.5, 0.1], [0.2, 0.4, -0.5], [0.0, 0.0, 0.1], [0.3, 0.3, 0.4], [-0.2, -0.2, 0.1], [0.1, 0.3, -0.8], [-0.5, 0.2, 0.4], [-0.6, -0.1, 0.0], [-0.6, -0.4, 0.4], [-0.1, -0.1, 0.2], [0.7, 0.1, -1.0], [0.1, 0.2, -0.1], [0.1, 0.3, -0.4], [-0.2, 0.1, 0.6], [-0.5, 0.8, 0.3], [-0.2, 0.2, 0.6], [0.0, 0.0, -0.3], [0.0, -0.1, 0.0], [0.4, 0.0, -0.1], [0.0, 0.0, 0.0], [-0.9, -0.7, 0.0], [-0.1, 0.3, 0.5], [0.0, 0.0, 0.0], [0.5, -0.3, -0.2], [0.0, 0.0, 0.0], [-0.5, 0.1, 0.0], [-0.1, -0.2, -0.2], [0.1, 0.0, 0.0], [-0.5, -0.5, 0.0], [0.0, -0.3, 0.1], [0.0, 0.0, 0.0], [-0.3, 0.4, -0.4], [-0.1, 0.0, 0.0], [-0.2, -0.2, 0.0], [-0.3, -0.1, 0.3], [0.0, 0.4, 0.1], [1.4, 0.7, 0.5], [-0.2, -0.1, 0.6], [0.5, 0.1, -0.1], [-0.1, 0.1, 0.1], [0.1, 0.2, -0.6], [-0.3, 0.1, 0.4], [-0.2, -0.2, -0.3]]
}

{
  "formula": "C33H27F3LuO3SSi",
  "method": "ωB97M-V/def2-TZVPD",
  "homo_lumo_gap_ha": [0.1047, 0.1031],
  "molar_mass_da": 763.69,
  "e_above_lowest_ev": 4.447,
  "total_charge": -1,
  "elements": ["C", "H", "F", "H", "H", "S", "O", "H", "C", "F", "C", "H", "H", "C", "H", "H", "Lu", "C", "C", "C", "C", "Si", "C", "H", "H", "C", "H", "H", "F", "H", "H", "C", "C", "C", "C", "H", "H", "H", "C", "C", "C", "C", "C", "C", "C", "H", "O", "H", "C", "C", "C", "C", "H", "C", "O", "H", "H", "H", "C", "H", "C", "C", "C", "H", "C", "H", "H", "C", "C"],
  "coordinates": [[-2.37954, -4.06368, 4.31350], [-0.40813, -4.96878, 4.12038], [3.39230, -0.33725, 3.89874], [3.50714, 2.01086, -1.81697], [-1.89526, -0.74089, -2.45312], [0.89241, 2.57916, -0.73404], [5.14032, -0.77279, 1.76846], [0.11635, -3.74379, 2.04983], [1.82535, 5.60759, 1.61167], [2.48986, -2.25287, 3.35792], [1.70341, 3.48057, 0.59550], [-4.42364, -6.18619, -1.89711], [1.67559, 6.21116, -3.75699], [2.04807, 5.22253, -3.42811], [0.13455, 4.49614, -2.65651], [-3.26626, -6.03380, -3.98178], [1.45970, -0.61982, 0.41381], [-3.04448, -2.90792, 2.34082], [3.68195, 4.05207, 1.80755], [-2.39944, -3.48162, -1.24437], [-3.24943, -3.14426, 3.66379], [-1.44801, -2.50475, 0.07384], [3.10443, 2.91392, -2.25698], [3.99888, 5.56489, -4.26006], [-2.37957, -0.50254, 1.84477], [-2.01529, -3.24772, -2.59987], [1.37507, 6.54200, 1.93850], [4.96370, 3.47398, -3.28619], [1.65567, -0.33214, 2.52436], [-4.08753, -2.64183, 4.18252], [-3.72592, -4.65650, -0.02831], [-0.89339, -3.73355, 2.44668], [-2.11360, -0.76788, -0.26488], [3.91116, 3.69887, -3.13324], [-2.59880, 1.09171, -1.68288], [0.08942, 4.82377, 0.59315], [3.30079, 2.12816, 0.90912], [-3.83145, -2.28542, 1.80668], [-3.04847, 1.25121, 0.71464], [-1.86703, -3.16980, 1.68128], [-2.38828, -4.12179, -3.59301], [-2.97733, 1.83398, -0.56472], [1.21246, 4.35045, -2.79015], [-2.48987, -0.02996, 0.88806], [-3.36370, -4.51194, -1.02752], [-2.71048, 1.42604, -2.69782], [1.63552, 1.15199, -0.54603], [-2.14925, -3.91441, -4.64144], [0.35900, -2.54067, -0.41471], [-1.19289, -4.31635, 3.70035], [1.11701, 4.67104, 0.89321], [3.18470, 5.34125, 1.93128], [4.64530, 3.70022, 2.13365], [-3.13331, -5.22124, -3.25751], [3.29048, -1.38249, 0.54506], [3.79654, 6.16889, 2.30604], [-3.49049, 1.82124, 1.54850], [-1.35030, -2.48051, -2.79931], [3.42699, 4.91466, -3.62836], [-3.20500, 2.85940, -0.65248], [2.92976, 3.15163, 1.07686], [3.04313, -1.13048, 2.94923], [-3.74178, -5.39714, -2.03079], [-2.69478, -4.46935, 5.24069], [1.79730, 3.26265, -2.10412], [0.37058, -2.36251, -1.52777], [0.89575, -3.44006, -0.18660], [4.00240, -1.12207, 1.62922], [-2.21031, -0.26533, -1.55590]],
  "forces_ev_per_angstrom": [[-1.0, 1.5, -0.7], [-0.6, 0.4, 0.1], [0.7, -0.4, 0.7], [-0.1, 0.1, 0.0], [0.0, -0.6, -0.2], [-0.6, 1.8, -0.2], [-0.3, -0.4, 0.0], [0.1, -0.4, 0.1], [0.6, -0.1, -0.2], [0.7, 0.1, 0.1], [-1.4, -2.1, -0.8], [-0.6, -0.9, 0.4], [0.1, -0.8, -0.1], [0.1, 0.8, -0.6], [0.4, 0.3, 0.0], [-0.2, 0.5, -0.1], [-3.0, 1.0, -1.3], [-2.6, 2.3, -1.0], [-0.2, 0.6, -1.0], [-0.7, -1.0, -1.0], [-0.4, -0.9, 1.0], [0.6, 0.3, -3.4], [2.5, 0.5, -1.6], [0.4, 0.2, 0.0], [-0.1, 0.1, 0.4], [-1.1, -1.7, 1.8], [0.1, -0.1, -0.3], [-0.1, -0.3, 0.0], [0.8, -0.5, 0.1], [0.4, -0.8, -0.3], [-0.2, -0.1, 0.4], [0.8, -1.0, 0.7], [0.5, -0.8, 1.4], [-0.4, 0.9, 1.0], [-0.1, -1.4, 0.4], [-0.2, 0.2, -0.2], [-0.1, 0.6, 0.2], [1.0, -0.9, 0.6], [0.7, -0.2, -0.2], [0.3, 0.2, 1.1], [0.1, 0.6, -0.5], [-0.1, -1.3, 0.4], [0.0, -0.1, 0.8], [-0.6, 0.9, -1.8], [1.0, 0.8, 0.0], [0.2, 0.8, -0.1], [0.4, -0.4, -0.5], [0.3, -0.3, 0.4], [-1.0, 1.1, -0.2], [1.8, -0.6, -0.6], [-0.7, 1.5, 1.1], [0.0, 0.6, 0.9], [0.4, 0.4, 0.2], [-1.0, -1.7, -1.1], [3.3, -0.6, 2.2], [-0.2, -0.5, 0.2], [0.5, -0.3, -0.4], [1.1, 1.3, -0.5], [-0.9, -1.0, 0.3], [-0.5, 1.0, -0.3], [1.7, -1.7, 0.3], [-0.6, 0.7, -1.3], [1.5, 1.5, 0.0], [0.2, -0.3, 0.9], [-1.9, -1.4, 0.2], [0.1, -0.2, 0.8], [0.3, -0.7, 0.0], [-1.4, 0.1, -0.2], [-0.4, 2.6, 1.3]]
}